No. 1
ORCA calculation (ωB97M-V/def2-TZVPD) on C4H10FNO3S in the gas phase in a non-equilibrium geometry.

XYZ file:
```
20
Properties=species:S:1:pos:R:3:nbo_charge:R:1
O -2.34 0.78 -1.42 -0.906
H -0.22 1.81 -0.61 0.242
H 1.65 -0.35 1.93 0.220
F -3.38 -0.85 0.21 -0.510
H 0.62 -1.35 -1.53 0.249
H 1.38 -1.75 0.85 0.240
C 0.54 1.45 0.11 -0.438
S -2.24 0.36 -0.05 2.141
N 0.59 0.00 0.05 -0.306
O -2.65 1.38 0.90 -0.924
H 0.06 0.43 -1.96 0.248
H 2.66 -0.82 0.40 0.222
C -0.83 -0.85 0.58 0.230
H 1.73 -0.23 -1.62 0.203
C 0.70 -0.24 -1.42 -0.442
H 1.50 1.89 -0.15 0.220
O -1.01 -1.93 0.04 -0.657
C 1.72 -0.71 0.77 -0.429
H 0.28 1.69 1.21 0.226
H -0.77 -0.72 1.70 0.171
```

Properties
SMILES ... C[N+](C)(C)[C@H]([O-])S(=O)(=O)F
ΔE to the lowest compared entry with this formula, charge and spin ... 2.115 eV
E ... -936.82676 Eh
Highest occupied orbital energy ... -9.70 eV
Frontier orbital gap ... 10.0 eV
Max |F| ... 0.131 Eh/bohr

=====

No. 2
ORCA calculation (ωB97M-V/def2-TZVPD) on a molecular structure, BaCoH14O8 in a non-equilibrium geometry.

XYZ file:
```
24
Properties=species:S:1:pos:R:3:mulliken_spin:R:1
O 10.57 10.89 -11.71 -0.001
H 12.26 13.51 -12.42 0.012
H 13.79 13.47 -16.01 0.001
O 11.63 14.71 -10.60 0.000
O 14.85 13.60 -13.36 0.000
O 9.39 13.83 -14.43 0.081
Ba 9.54 13.34 -11.82 -0.001
H 11.47 10.85 -12.12 0.000
H 10.44 10.01 -11.32 0.000
H 12.70 11.52 -13.50 0.002
H 13.88 10.61 -13.09 0.000
H 14.72 14.54 -13.48 0.000
H 13.96 13.20 -13.32 0.001
H 12.32 15.95 -14.29 0.000
O 11.93 13.21 -13.26 0.035
O 11.87 15.56 -15.05 0.021
O 13.04 12.87 -15.87 0.013
H 11.85 14.88 -9.67 0.000
O 12.92 10.62 -13.19 0.000
H 11.91 16.23 -15.75 0.000
H 9.24 14.65 -14.90 -0.001
H 12.34 15.16 -11.09 0.000
H 13.40 11.97 -15.97 0.001
Co 11.19 13.51 -15.11 2.835
```

Properties
E ... -2018.13440 Eh
Highest occupied orbital energy (spin up / spin down) ... -17.40 / -17.42 eV
Frontier orbital gap (spin up / spin down) ... 10.6 / 10.2 eV
Total charge ... +2
Max |F| ... 0.031 Eh/bohr
Multiplicity ... 4

=====

No. 3
ORCA calculation (ωB97M-V/def2-TZVPD) on 3 unconnected molecules or ions with the total composition C11H26Cl2O7P2S2 in a non-equilibrium geometry.

XYZ file:
```
50
Properties=species:S:1:pos:R:3:nbo_charge:R:1
C 5.38 -1.46 -3.43 -0.640
C 4.22 -2.18 -4.10 -0.079
H -3.20 1.49 -1.62 0.281
O -3.57 5.15 2.41 -0.714
H 1.98 -1.86 1.58 0.225
H -4.05 6.44 0.85 0.196
H -6.20 5.21 0.30 0.215
H 3.37 -6.43 -2.01 0.256
S -2.21 4.56 1.75 2.346
H -0.85 -2.16 1.79 -0.060
H 0.19 -0.01 -0.44 0.255
H -1.87 3.70 3.93 0.253
O -1.57 5.60 0.97 -0.924
H -0.34 3.90 3.02 0.261
H -5.18 6.37 2.20 0.194
H 5.28 -1.49 -2.34 0.224
Cl 2.04 1.14 3.28 -0.094
O -3.12 -3.83 2.25 -0.947
C -2.68 0.60 -1.05 -0.177
H 5.41 -0.41 -3.73 0.217
H -0.79 -3.05 -0.53 0.024
C -2.11 -0.39 -0.22 -0.496
H -1.15 5.34 3.72 0.252
H -2.87 -3.14 2.97 0.474
Cl -4.49 -1.27 1.22 -0.313
S 3.75 -4.15 -2.43 2.347
H 6.33 -1.93 -3.69 0.218
H 0.63 -0.88 3.43 0.222
P -1.15 -1.97 0.40 0.722
H 4.66 -6.18 -3.22 0.255
H -4.78 4.17 0.12 0.220
O 2.41 -3.66 -2.19 -0.935
O 4.28 -3.58 -3.86 -0.712
H -5.79 4.00 1.55 0.219
O 4.81 -3.99 -1.45 -0.917
H 3.26 -1.76 -3.78 0.196
H 2.93 -5.97 -3.68 0.253
C 0.79 -0.05 2.59 -0.394
C 1.47 -0.83 1.31 -0.445
C 3.67 -5.86 -2.89 -0.878
H -0.26 0.44 2.36 0.240
C -5.38 4.73 0.84 -0.638
H 2.36 -0.13 0.93 0.241
C -4.53 5.76 1.56 -0.078
O -2.49 3.25 1.20 -0.923
H 4.29 -2.04 -5.18 0.195
C 0.47 -1.05 0.02 -0.758
H 1.09 -1.65 -0.79 0.252
C -1.30 4.36 3.26 -0.880
P -3.15 -2.87 0.77 0.744
```

Properties
SMILES ... C#C[PH2](CCCCl)P(O)Cl.CCOS(C)(=O)=O.CCOS(C)(=O)=O
E ... -3360.58656 Eh
Highest occupied orbital energy ... -8.11 eV
Frontier orbital gap ... 8.3 eV
Max |F| ... 0.212 Eh/bohr

=====

No. 4
ORCA calculation (ωB97M-V/def2-TZVPD) on 7 unconnected molecules or ions with the total composition C7H28O7 in a non-equilibrium geometry.

XYZ file:
```
42
Properties=species:S:1:pos:R:3:nbo_charge:R:1
H -6.42 3.38 3.46 0.153
C -3.48 4.80 -3.36 -0.242
H 5.18 0.16 3.19 0.181
C -0.84 0.63 0.64 -0.243
H -4.85 3.41 4.16 0.183
H -0.01 -5.68 -2.16 0.162
O 1.57 -5.30 5.47 -0.740
C -5.59 4.05 3.68 -0.242
C 3.40 -1.35 -5.45 -0.244
H 2.86 -2.29 -5.53 0.157
C 2.67 -4.54 4.89 -0.249
H -4.48 4.55 -3.71 0.180
H -0.39 -0.28 -1.03 0.467
H -5.26 4.43 2.72 0.159
H 3.48 0.78 2.83 0.163
H -2.26 6.25 -3.94 0.467
O -6.04 5.13 4.45 -0.721
H -0.39 1.52 1.09 0.182
H -0.63 -4.34 -3.44 0.480
O 4.34 0.01 1.29 -0.720
H -1.04 -5.19 -0.92 0.158
H -2.86 3.90 -3.27 0.161
O -0.11 0.50 -0.55 -0.731
H 3.75 0.58 0.80 0.462
H -3.55 5.24 -2.36 0.160
H 3.34 -5.02 4.17 0.192
H 3.26 -4.09 5.68 0.164
H 4.33 -1.57 -4.93 0.188
H 0.56 -4.65 -0.83 0.179
H 0.86 -4.73 5.77 0.470
H 2.77 -0.58 -5.00 0.169
C -0.24 -4.81 -1.55 -0.248
H -1.86 0.75 0.30 0.165
O -0.64 -3.95 -2.56 -0.731
C 4.51 0.67 2.50 -0.245
O 3.86 -0.95 -6.74 -0.735
H 2.19 -3.68 4.41 0.164
H -6.48 5.76 3.88 0.467
H 4.99 1.62 2.26 0.158
H -0.75 -0.22 1.31 0.160
H 3.18 -0.55 -7.30 0.465
O -2.93 5.67 -4.31 -0.726
```

Properties
SMILES ... CO.CO.CO.CO.CO.CO.CO
ΔE to the lowest compared entry with this formula, charge and spin ... 5.483 eV
E ... -809.96958 Eh
Highest occupied orbital energy ... -10.22 eV
Frontier orbital gap ... 10.5 eV
Max |F| ... 0.071 Eh/bohr

=====

No. 5
ORCA calculation (ωB97M-V/def2-TZVPD) on a molecular structure, C29H35Cl3CoN4O2P2 in a non-equilibrium geometry.

XYZ file:
```
76
Properties=species:S:1:pos:R:3:mulliken_spin:R:1
H 0.00 -3.58 0.46 0.009
C 4.49 2.92 -1.97 0.004
N 1.61 -0.83 3.09 0.000
C -4.15 1.35 -2.16 0.000
H -2.64 2.81 -2.33 0.000
P 1.52 0.78 -0.62 0.133
C -3.58 3.00 -0.38 0.001
H 1.21 -1.55 -2.52 -0.023
C -3.36 2.31 -1.69 0.000
H 3.47 4.35 -3.39 0.000
C -3.99 -0.34 0.24 0.001
C 2.41 -1.83 3.63 0.005
H 3.63 -1.95 5.45 0.000
H -6.06 0.50 -2.37 0.000
C -3.50 0.74 0.87 0.000
H 1.97 -3.35 1.36 -0.044
H -5.47 -1.22 -1.01 0.000
H -3.58 -1.34 0.39 -0.001
O 5.01 -0.83 -0.27 -0.001
N 2.58 1.82 -1.46 0.007
C 2.59 -2.80 0.64 0.390
H -0.21 2.34 0.12 0.015
H -3.97 0.90 -3.13 0.000
C 0.41 -0.82 -2.67 0.022
H -2.21 0.80 -3.90 0.000
C -5.29 -0.26 -0.50 0.000
H 4.42 1.20 -0.52 0.000
C -4.09 2.11 0.79 0.000
H 3.52 -2.39 1.07 -0.001
C -2.09 -3.44 3.06 0.002
C -0.20 0.61 1.51 0.156
H -2.64 3.49 -0.07 0.000
H -5.96 1.72 -1.09 0.000
C 4.46 -1.15 -1.34 -0.016
H -5.18 2.03 0.72 0.000
C 3.96 1.90 -1.21 0.003
H -1.87 -5.17 1.65 0.000
H 1.22 1.21 3.66 -0.001
H 2.83 -3.43 -0.24 0.001
C -1.41 -2.21 3.09 0.001
C -1.33 0.45 -3.38 0.009
H -2.85 -3.77 3.76 0.000
H 5.53 3.22 -1.99 0.000
H -0.37 1.01 2.53 0.002
H 2.79 0.63 5.82 0.000
C 2.26 2.79 -2.41 0.015
H -1.18 0.37 1.06 -0.058
C -5.43 0.88 -1.55 0.000
Cl 4.46 -1.82 -4.04 0.001
C 0.51 1.66 0.61 -0.024
O 3.20 -1.25 -1.59 0.044
H 2.57 -2.77 3.11 -0.008
C 3.42 3.50 -2.73 -0.003
H -3.85 2.62 1.73 0.000
C 5.43 -1.44 -2.60 0.005
C -0.63 -3.39 1.32 0.007
N -0.52 -2.19 2.02 -0.015
H -2.73 0.67 1.64 -0.003
C -1.58 -4.18 1.95 0.003
H 1.25 2.88 -2.78 -0.001
C -0.69 -0.81 -3.52 0.000
C 1.72 0.29 3.92 0.001
Cl 6.46 -2.81 -2.16 0.001
H -0.99 -1.60 -4.19 0.000
N 0.45 0.42 -2.01 0.003
Co 1.72 -1.30 -0.21 2.336
P 0.67 -0.97 1.59 0.025
Cl 6.40 0.02 -2.87 0.001
H -1.49 -1.37 3.76 0.001
C 2.54 -0.03 5.00 0.002
H -6.13 -0.14 0.22 0.000
C 2.98 -1.37 4.81 -0.001
H -4.31 3.82 -0.52 0.000
H 1.23 2.26 1.19 -0.007
H -0.75 2.16 -2.02 -0.003
C -0.61 1.18 -2.43 0.000
```

Properties
ΔE to the lowest compared entry with this formula, charge and spin ... 0.000 eV
E ... -4941.44632 Eh
Highest occupied orbital energy (spin up / spin down) ... -6.75 / -8.47 eV
Frontier orbital gap (spin up / spin down) ... 6.7 / 7.8 eV
Max |F| ... 0.057 Eh/bohr
Multiplicity ... 4

=====

No. 6
ORCA calculation (ωB97M-V/def2-TZVPD) on 2 unconnected molecules or ions with the total composition CHN3S in a non-equilibrium geometry.

XYZ file:
```
6
Properties=species:S:1:pos:R:3:nbo_charge:R:1
N 3.19 -0.24 -0.65 -0.015
H -0.01 -0.16 -1.47 0.162
N 1.51 0.46 1.43 -0.310
S -0.03 1.07 -0.95 0.086
N 4.10 0.36 -0.58 0.010
C 0.88 0.64 0.47 0.067
```

Properties
SMILES ... N#CS.N#N
ΔE to the lowest compared entry with this formula, charge and spin ... 0.019 eV
E ... -601.17051 Eh
Highest occupied orbital energy ... -10.54 eV
Frontier orbital gap ... 10.9 eV
Max |F| ... 0.027 Eh/bohr

=====

No. 7
ORCA calculation (ωB97M-V/def2-TZVPD) on a molecular structure, C2H6FHoO2 in a non-equilibrium geometry.

XYZ file:
```
12
Properties=species:S:1:pos:R:3:mulliken_spin:R:1
H 1.41 0.47 -4.00 0.002
H -0.34 0.84 -2.09 0.006
H 2.56 -0.87 -3.67 0.002
F 1.00 1.34 1.63 -0.002
H -0.91 -0.77 -2.71 0.010
Ho 1.47 -1.75 -0.14 5.175
C -0.25 -0.26 -1.98 -0.032
H 0.90 -1.25 -4.24 -0.001
C 1.51 -0.57 -3.63 -0.019
O -0.44 -0.69 -0.69 0.001
H 0.18 1.01 1.04 -0.005
O 1.10 -0.63 -2.28 -0.138
```

Properties
E ... -1277.85912 Eh
Highest occupied orbital energy (spin up / spin down) ... -11.66 / -14.38 eV
Frontier orbital gap (spin up / spin down) ... 6.9 / 8.5 eV
Total charge ... +1
Max |F| ... 0.097 Eh/bohr
Multiplicity ... 6

=====

No. 8
ORCA calculation (ωB97M-V/def2-TZVPD) on 2 unconnected molecules or ions with the total composition C3H4O2 in a non-equilibrium geometry.

XYZ file:
```
9
Properties=species:S:1:pos:R:3:nbo_charge:R:1
H -2.26 -0.65 0.54 0.244
H -0.68 0.09 1.04 0.304
O 1.03 1.11 1.04 -0.506
C -1.27 -0.76 0.44 -0.812
H 0.92 2.15 -0.71 0.114
C -0.84 -1.58 -0.48 0.715
H 2.09 0.61 -0.58 0.105
C 1.39 1.36 -0.05 0.297
O -0.38 -2.32 -1.24 -0.461
```

Properties
SMILES ... C=C=O.C=O
ΔE to the lowest compared entry with this formula, charge and spin ... 2.552 eV
E ... -267.09900 Eh
Highest occupied orbital energy ... -9.18 eV
Frontier orbital gap ... 9.6 eV
Max |F| ... 0.083 Eh/bohr